Density functional theory data (ωB97M-V/def2-TZVPD) for C25H41N2O2PdSi4Te as an isolated structure.

Last column: Mulliken charge in e.
Element x y z (Å)
Pd  0.0554  3.1039  0.4015  0.494
O  2.0191  3.5093  0.6307  -0.778
C  2.7544  2.8864  1.4811  0.751
C  4.1683  3.0076  1.3457  -0.569
C  5.0370  2.3854  2.1975  -0.352
C  4.5723  1.6011  3.2699  -0.811
C  3.2215  1.4763  3.4415  -0.430
C  2.2891  2.0949  2.5801  0.326
C  0.9071  1.8886  2.8877  -0.131
N  -0.0897  2.3063  2.2003  0.026
C  -1.4700  2.0044  2.5669  -0.947
C  -2.2000  1.6809  1.2676  0.334
N  -1.8804  2.7364  0.3206  0.002
C  -2.7544  3.4527  -0.2753  0.097
C  -2.4656  4.5003  -1.2127  0.151
C  -3.5610  5.2277  -1.7191  -0.637
C  -3.4100  6.2328  -2.6369  -0.707
C  -2.1119  6.5282  -3.0909  -0.305
C  -1.0235  5.8372  -2.6339  -0.564
C  -1.1378  4.7902  -1.6711  0.650
O  -0.0672  4.1828  -1.3134  -0.685
H  4.5230  3.5979  0.5110  0.432
H  6.1037  2.4924  2.0359  0.365
H  5.2657  1.1034  3.9342  0.395
H  2.8350  0.8714  4.2558  0.249
H  0.6978  1.3243  3.7995  0.272
H  -1.9179  2.8900  3.0283  0.247
H  -1.5185  1.1701  3.2719  0.401
H  -3.2797  1.5612  1.3998  0.441
H  -1.7721  0.7598  0.8634  -0.819
H  -3.8074  3.2274  -0.0880  0.239
H  -4.5520  4.9681  -1.3593  0.294
H  -4.2648  6.7811  -3.0092  0.383
H  -1.9693  7.3177  -3.8202  0.349
H  -0.0254  6.0601  -2.9878  0.424
C  -0.4094  -2.6677  -3.9345  -1.075
Si  0.7847  -3.1309  -2.5471  0.406
C  0.7120  -5.0110  -2.3198  -1.088
C  2.5279  -2.7173  -3.1253  -1.085
Si  0.2551  -1.8832  -0.6446  0.269
Te  0.8842  0.4542  -1.0718  -0.335
Si  -2.0338  -2.2272  -0.2720  0.530
C  -3.0413  -1.0438  -1.3365  -0.905
C  -2.5884  -3.9902  -0.6864  -1.121
C  -2.5428  -1.9960  1.5420  -0.904
Si  1.4176  -2.7266  1.1936  0.067
C  1.0954  -1.6106  2.6808  -0.356
C  3.2708  -2.6849  0.8642  -1.098
C  0.9266  -4.4944  1.6656  -1.000
H  -0.0791  -3.0713  -4.8960  0.411
H  -0.4635  -1.5795  -4.0175  0.289
H  -1.4168  -3.0449  -3.7391  0.253
H  0.8734  -5.5176  -3.2764  0.361
H  -0.2489  -5.3418  -1.9210  0.292
H  1.4947  -5.3427  -1.6328  0.261
H  2.7355  -3.1765  -4.0966  0.357
H  3.2748  -3.0749  -2.4124  0.253
H  2.6416  -1.6351  -3.2131  0.282
H  -2.8801  -1.2682  -2.3937  0.300
H  -2.7119  -0.0139  -1.1816  0.060
H  -4.1135  -1.1150  -1.1296  0.371
H  -2.4880  -4.1968  -1.7545  0.250
H  -3.6361  -4.1438  -0.4107  0.378
H  -1.9865  -4.7249  -0.1455  0.277
H  -2.1966  -1.0525  1.9671  -0.093
H  -2.1232  -2.8024  2.1496  0.324
H  -3.6321  -2.0359  1.6425  0.423
H  1.3875  -0.5979  2.3921  -0.478
H  1.6865  -1.9090  3.5520  0.510
H  0.0403  -1.6051  2.9624  0.254
H  3.5480  -1.6863  0.5175  0.306
H  3.5555  -3.4025  0.0908  0.232
H  3.8436  -2.9119  1.7679  0.383
H  -0.1131  -4.5306  2.0026  0.254
H  1.5543  -4.8732  2.4778  0.371
H  1.0243  -5.1746  0.8169  0.229

Output
HOMO-LUMO gap   5.908 eV
Charge   -1
Lowest unoccupied orbital energy   2.56 eV